Record 1
ORCA calculation (ωB97M-V/def2-TZVPD) on a molecular structure, C21H26InN5O3.

Structure (XYZ):
```
56
Properties=species:S:1:pos:R:3:lowdin_charge:R:1
In 6.540 -1.445 -1.424 0.9486
O 0.510 0.809 -1.269 0.1484
C 1.701 1.288 -1.055 -0.8498
O 1.825 2.504 -1.183 0.1234
O 2.669 0.538 -0.786 0.0664
H 0.016 1.625 -1.379 0.1164
N 0.003 -1.774 5.609 0.0260
C 0.771 -0.660 5.337 -0.0795
C 0.623 -0.417 3.972 -0.0928
C -0.174 -1.454 3.404 -0.0777
C -0.509 -2.239 4.467 -0.1411
H -0.072 -2.194 6.524 0.1638
H 1.311 -0.142 6.116 0.1149
H 1.142 0.404 3.499 0.0881
H -0.366 -1.562 2.347 0.0981
H -1.302 -2.967 4.550 0.1250
N -4.731 -3.175 -6.040 0.0400
C -4.744 -1.896 -6.318 -0.0982
C -3.847 -1.254 -5.461 -0.0696
C -3.242 -2.210 -4.657 -0.0779
C -3.760 -3.411 -5.074 -0.0620
H -5.356 -3.823 -6.496 0.1704
H -5.364 -1.490 -7.104 0.1331
H -3.734 -0.181 -5.409 0.1044
H -2.544 -2.042 -3.851 0.1066
H -3.591 -4.454 -4.852 0.1215
N 4.059 -5.217 -3.359 0.0016
C 3.473 -4.127 -3.995 -0.1199
C 2.778 -3.468 -3.020 -0.1564
C 2.989 -4.033 -1.765 -0.1164
C 3.799 -5.169 -1.997 -0.1158
H 4.579 -5.906 -3.883 0.1490
H 3.610 -4.022 -5.061 0.1113
H 2.203 -2.562 -3.145 0.0962
H 2.587 -3.650 -0.839 0.0928
H 4.229 -5.885 -1.313 0.1029
N 2.030 4.775 4.657 0.0300
C 2.686 4.567 3.453 -0.0392
C 4.065 4.709 3.706 -0.0596
C 4.164 5.158 5.001 -0.0800
C 2.903 5.195 5.581 -0.0718
H 1.026 4.869 4.709 0.1615
H 2.090 4.270 2.603 0.1171
H 4.895 4.583 3.027 0.1096
H 5.085 5.391 5.514 0.1134
H 2.652 5.645 6.531 0.1322
N -4.068 1.782 0.759 0.0219
C -2.943 2.575 0.647 -0.0571
C -3.292 3.550 -0.293 -0.0774
C -4.485 3.173 -0.934 -0.0575
C -5.027 2.139 -0.160 -0.0491
H -4.190 1.007 1.395 0.1575
H -2.002 2.442 1.159 0.1159
H -2.757 4.465 -0.500 0.1069
H -4.917 3.700 -1.772 0.1079
H -5.997 1.663 -0.175 0.1258
```

Total charge   +2
HOMO energy   -11.68 eV

Record 2
ORCA calculation (ωB97M-V/def2-TZVPD) on a gas-phase ion, C21H26N (charge +1).

Structure (XYZ):
```
48
Properties=species:S:1:pos:R:3:lowdin_charge:R:1
C -5.041 -0.552 0.922 0.0101
N -3.688 -1.048 0.622 -0.1368
C -3.754 -2.431 0.116 0.0080
H -4.423 -2.482 -0.739 0.1110
H -4.129 -3.094 0.893 0.1154
H -2.759 -2.759 -0.184 0.1039
H -3.162 -1.070 1.502 0.1884
C -2.845 -0.129 -0.283 -0.4914
C -1.513 -0.712 -0.340 0.0148
C -0.378 -1.094 -0.429 0.0186
C 1.017 -1.444 -0.478 -0.1229
H 1.372 -1.367 -1.508 0.1331
H 1.161 -2.477 -0.153 0.1387
C 1.827 -0.501 0.441 -0.2304
C 3.307 -0.718 0.204 -0.2003
C 3.934 -0.191 -0.918 -0.0288
C 5.281 -0.412 -1.136 -0.0674
C 6.018 -1.164 -0.238 -0.0796
C 5.401 -1.693 0.883 -0.0742
C 4.053 -1.471 1.101 -0.0356
H 3.578 -1.885 1.980 0.1123
H 5.969 -2.278 1.590 0.1064
H 7.070 -1.335 -0.408 0.1061
H 5.758 0.007 -2.010 0.1073
H 3.370 0.408 -1.619 0.1102
C 1.460 0.955 0.268 -0.2070
C 1.009 1.485 -0.934 -0.0649
C 0.693 2.830 -1.037 -0.0835
C 0.831 3.667 0.056 -0.0860
C 1.291 3.151 1.255 -0.0708
C 1.600 1.808 1.358 -0.0223
H 1.963 1.412 2.296 0.1201
H 1.411 3.797 2.112 0.1070
H 0.589 4.715 -0.029 0.1051
H 0.347 3.226 -1.981 0.1065
H 0.895 0.858 -1.806 0.1140
H 1.606 -0.777 1.479 0.1444
C -3.445 -0.027 -1.679 0.0022
H -2.814 0.636 -2.265 0.1109
H -3.465 -0.987 -2.186 0.0944
H -4.444 0.401 -1.660 0.0910
C -2.735 1.248 0.372 0.0012
H -3.649 1.825 0.262 0.0927
H -1.932 1.799 -0.115 0.0929
H -2.472 1.170 1.425 0.1055
H -5.000 0.432 1.383 0.1043
H -5.628 -0.497 0.008 0.1103
H -5.537 -1.236 1.609 0.1153
```

Total charge   +1
Structure (SMILES)   C[NH+](C)C(C)(C)C#CCC(c1ccccc1)c1ccccc1
HOMO energy   -11.09 eV

Record 3
ORCA calculation (ωB97M-V/def2-TZVPD) on C21H26N2O2 in the gas phase.

Structure (XYZ):
```
51
Properties=species:S:1:pos:R:3:lowdin_charge:R:1
C -6.966 -3.387 0.356 -0.1155
O -7.504 -2.291 -0.342 -0.1915
C -7.056 -1.033 0.103 -0.2443
C -5.611 -0.714 -0.295 -0.1607
H -4.922 -1.377 0.232 0.1138
H -5.499 -0.885 -1.369 0.1204
C -5.254 0.734 0.044 -0.1855
N -3.886 1.039 -0.297 0.0618
C -2.924 1.225 0.640 -0.4559
O -3.160 1.228 1.832 0.0683
C -1.556 1.461 0.093 -0.1366
C -1.086 0.845 -1.062 -0.0256
C 0.202 1.086 -1.504 -0.0411
C 1.048 1.947 -0.812 -0.2095
C 0.574 2.556 0.345 -0.0268
C -0.707 2.310 0.797 -0.0026
H -1.075 2.772 1.701 0.1201
H 1.214 3.231 0.895 0.1119
C 2.475 2.145 -1.263 -0.1475
N 3.429 1.225 -0.662 -0.1520
C 3.600 1.369 0.769 -0.1924
C 4.935 0.736 1.153 -0.1201
C 5.032 -0.670 0.637 -0.1765
C 5.946 -1.563 1.183 -0.0415
C 6.055 -2.852 0.697 -0.0909
C 5.244 -3.263 -0.349 -0.0913
C 4.333 -2.380 -0.897 -0.0429
C 4.221 -1.082 -0.414 -0.1516
C 3.193 -0.159 -1.012 -0.1446
H 3.220 -0.245 -2.103 0.1323
H 2.195 -0.504 -0.673 0.1320
H 3.697 -2.697 -1.712 0.1119
H 5.322 -4.268 -0.735 0.0993
H 6.769 -3.536 1.131 0.0994
H 6.575 -1.239 2.000 0.1111
H 5.061 0.752 2.238 0.1180
H 5.743 1.327 0.711 0.1259
H 3.615 2.432 1.018 0.1194
H 2.782 0.891 1.336 0.1338
H 2.542 2.017 -2.347 0.1237
H 2.805 3.159 -1.016 0.1249
H 0.554 0.605 -2.406 0.1134
H -1.709 0.150 -1.608 0.1102
H -3.639 1.052 -1.273 0.1308
H -5.348 0.901 1.120 0.1238
H -5.924 1.420 -0.484 0.1265
H -7.163 -0.954 1.195 0.1271
H -7.731 -0.313 -0.367 0.1267
H -5.898 -3.522 0.153 0.0821
H -7.109 -3.275 1.438 0.0903
H -7.508 -4.265 0.009 0.0882
```

Structure (SMILES)   COCCCNC(=O)c1ccc(CN2CCc3ccccc3C2)cc1
HOMO energy   -8.62 eV

Record 4
ORCA calculation (ωB97M-V/def2-TZVPD) on C21H26N4O5S in the gas phase.

Structure (XYZ):
```
57
Properties=species:S:1:pos:R:3:lowdin_charge:R:1
C 2.447 1.702 3.563 0.0199
C 2.304 1.203 2.351 -0.1494
C 0.976 0.988 1.679 -0.1376
N 0.885 -0.317 1.045 -0.0062
C 1.445 -0.655 -0.132 -0.4596
O 1.333 -1.770 -0.617 0.0546
C 2.204 0.403 -0.937 -0.1355
N 1.538 0.566 -2.223 -0.0986
S 0.038 1.301 -2.018 0.6945
O 0.253 2.466 -1.212 -0.2739
O -0.932 0.354 -1.519 -0.3066
C -0.361 1.745 -3.693 -0.2820
C -1.201 0.936 -4.433 -0.0521
C -1.471 1.276 -5.749 -0.0606
C -0.898 2.412 -6.299 -0.0659
C -0.058 3.215 -5.543 -0.0600
C 0.216 2.881 -4.227 -0.0524
H 0.855 3.483 -3.603 0.1173
H 0.381 4.100 -5.978 0.1094
H -1.111 2.675 -7.325 0.1082
H -2.127 0.657 -6.341 0.1099
H -1.636 0.065 -3.969 0.1138
H 1.408 -0.343 -2.655 0.1147
H 2.245 1.387 -0.478 0.1004
H 3.217 0.036 -1.122 0.1407
C 0.266 -1.375 1.838 -0.1265
C 1.066 -1.554 3.110 -0.1600
C 0.665 -1.064 4.345 -0.0175
C 1.521 -1.218 5.426 -0.1402
N 2.707 -1.793 5.348 0.0596
C 3.086 -2.264 4.172 -0.1437
C 2.309 -2.173 3.029 -0.0061
H 2.661 -2.573 2.090 0.1169
H 4.060 -2.735 4.148 0.1031
H 1.244 -0.853 6.406 0.1059
H -0.295 -0.594 4.475 0.1124
C -1.241 -1.173 2.065 -0.4565
O -1.819 -1.692 3.001 0.0708
N -1.851 -0.418 1.139 0.0852
H -1.355 -0.103 0.313 0.0911
C -3.290 -0.264 1.105 -0.1272
H -3.719 -0.979 1.812 0.1284
H -3.552 0.751 1.424 0.1250
C -3.855 -0.491 -0.303 -0.2112
O -4.021 -1.837 -0.671 -0.1736
C -2.822 -2.570 -0.799 -0.0948
H -2.435 -2.884 0.176 0.0862
H -2.054 -1.986 -1.318 0.0769
H -3.066 -3.456 -1.383 0.0906
H -4.860 -0.064 -0.358 0.1254
H -3.203 0.023 -1.025 0.1017
H 0.357 -2.292 1.236 0.1620
H 0.175 1.050 2.419 0.1330
H 0.792 1.770 0.934 0.1075
H 3.169 0.913 1.769 0.1054
H 3.416 1.850 4.007 0.0605
H 1.599 1.988 4.162 0.0667
```

Structure (SMILES)   C=CCN(C(=O)CNS(=O)(=O)c1ccccc1)[C@H](C(=O)NCCOC)c1ccncc1
HOMO energy   -9.19 eV

Record 5
ORCA calculation (ωB97M-V/def2-TZVPD) on C21H26O3 in the gas phase.

Structure (XYZ):
```
50
Properties=species:S:1:pos:R:3:lowdin_charge:R:1
C 1.708 5.400 3.557 -0.0227
C 1.921 -0.589 1.906 -0.0011
C 1.586 4.227 3.723 0.0010
C 1.269 0.443 1.845 -0.0490
O -1.179 -0.161 -0.491 0.0782
O -1.757 -2.920 -5.021 0.0525
O 2.058 6.870 5.116 -0.0125
C 1.188 -1.526 -1.599 0.0123
C 1.236 -2.259 -0.394 -0.1177
C -1.224 -0.963 -1.519 -0.2735
C -1.661 -2.452 -3.783 -0.2956
C -0.194 -1.597 -2.218 -0.1259
C -0.381 -2.423 -3.293 -0.1568
C -2.533 -1.137 -2.022 -0.1868
C -2.753 -1.823 -3.178 -0.1718
C 2.010 6.782 3.807 -0.3597
C 0.688 -3.262 -3.980 0.0102
C -3.697 -0.620 -1.320 -0.0607
C -4.091 -1.748 -3.816 -0.0451
C 2.450 -1.995 1.854 -0.1717
C 1.598 2.731 3.932 -0.1702
C 0.399 1.612 1.950 -0.2358
C 2.496 -2.364 0.343 -0.2309
C 0.387 1.975 3.392 -0.2434
H -0.443 -0.428 0.086 0.0829
H -2.420 -3.634 -4.976 0.1320
H 2.437 6.071 5.468 0.0959
H 2.148 -1.440 -2.010 0.0898
H 0.260 -2.621 0.109 0.1628
H 1.206 7.355 3.341 0.1250
H 3.008 7.053 3.351 0.1382
H 0.167 -4.150 -4.082 0.0600
H 1.572 -3.425 -3.434 0.0612
H 0.838 -2.786 -4.937 0.0925
H -4.694 -1.091 -1.488 0.0855
H -3.851 0.520 -1.489 0.1311
H -3.622 -0.791 -0.276 0.0644
H -4.782 -2.454 -3.286 0.1006
H -4.135 -2.010 -4.857 0.0665
H -4.600 -0.759 -3.755 0.0968
H 1.890 -2.636 2.465 0.0891
H 3.486 -2.001 2.219 0.1100
H 2.559 2.351 3.428 0.1415
H 1.776 2.531 4.942 0.0837
H 0.803 2.441 1.371 0.1219
H -0.682 1.436 1.618 0.1414
H 3.319 -1.807 -0.154 0.1294
H 2.588 -3.483 0.280 0.1283
H -0.503 2.591 3.427 0.1082
H 0.148 0.965 3.847 0.1381
```

Structure (SMILES)   Cc1c(C)c(O)c(/C=C/CCC#CCCCC#CCO)c(C)c1O
HOMO energy   -7.58 eV

Record 6
ORCA calculation (ωB97M-V/def2-TZVPD) on a molecular structure, C21H27B2BeF8N3O2.

Structure (XYZ):
```
64
Properties=species:S:1:pos:R:3:lowdin_charge:R:1
Be 1.901 -10.858 -6.912 -0.0875
B 4.009 -11.482 -6.016 -1.1397
F 4.054 -12.245 -4.835 0.1172
F 5.239 -11.267 -6.614 0.1867
F 3.212 -12.189 -6.915 -0.0146
F 3.279 -10.293 -5.835 0.0341
B -0.158 -10.625 -8.052 -1.2739
F -0.228 -11.816 -8.632 0.1572
F 1.051 -10.046 -8.290 0.0948
F -1.240 -9.786 -8.461 0.1559
F -0.044 -10.909 -6.727 0.0825
N 1.220 -12.539 -6.240 0.0773
C 1.730 -13.475 -5.441 -0.0661
C 1.021 -14.540 -4.832 -0.0273
C -0.344 -14.745 -5.106 -0.0661
C -0.911 -13.782 -5.933 -0.0308
C -0.096 -12.781 -6.490 -0.0658
H 2.789 -13.388 -5.247 0.1121
H 1.470 -15.313 -4.227 0.0968
H -0.777 -15.652 -4.709 0.0987
H -1.946 -13.771 -6.243 0.1076
H -0.472 -12.102 -7.241 0.0745
N 1.557 -9.194 -6.504 -0.0131
C 0.319 -8.596 -6.187 0.0180
C 0.162 -7.316 -5.559 -0.0153
C 1.328 -6.620 -5.276 -0.1043
C 2.526 -7.210 -5.457 0.0032
C 2.551 -8.525 -6.060 -0.1250
H -0.542 -9.215 -6.389 0.1164
H -0.809 -6.849 -5.486 0.1047
H 1.203 -5.684 -4.752 0.1055
H 3.425 -6.673 -5.190 0.1084
H 3.539 -8.932 -6.219 0.1389
N 2.843 -10.013 -7.993 0.0642
C 3.828 -10.648 -8.820 0.0061
C 4.112 -10.422 -10.159 -0.0579
C 3.564 -9.326 -10.737 -0.0749
C 2.752 -8.498 -9.946 -0.0143
C 2.433 -8.802 -8.608 -0.0091
H 4.225 -11.523 -8.327 0.0909
H 4.826 -11.032 -10.691 0.1118
H 3.912 -9.046 -11.720 0.1075
H 2.386 -7.602 -10.425 0.1022
H 1.872 -8.119 -7.988 0.1308
C 2.136 -11.296 -3.140 0.0194
C 1.175 -11.039 -4.236 -0.2919
O 1.568 -10.878 -5.426 -0.0660
C -0.280 -10.970 -3.850 0.0443
H 3.037 -11.726 -3.576 0.0713
H 1.775 -12.037 -2.427 0.0957
H 2.279 -10.436 -2.486 0.1076
H -0.757 -10.020 -4.089 0.0895
H -0.310 -11.094 -2.767 0.0891
H -0.801 -11.735 -4.425 0.0840
C 1.086 -13.322 -9.774 0.0288
C 2.008 -12.840 -8.711 -0.2633
O 1.847 -11.818 -8.025 -0.0776
C 3.146 -13.758 -8.440 0.0364
H 0.713 -14.339 -9.652 0.1050
H 1.525 -13.269 -10.771 0.1042
H 0.200 -12.703 -9.914 0.0926
H 4.056 -13.297 -8.822 0.1105
H 2.790 -14.737 -8.760 0.0976
H 3.311 -13.983 -7.386 0.1043
```

HOMO energy   -8.60 eV

Number 1: HOMO-LUMO gap 0.0531 Eh, DFT total energy -40942.804 eV. Number 2: HOMO-LUMO gap 0.3116 Eh, DFT total energy -23681.716 eV. Number 3: HOMO-LUMO gap 0.3410 Eh, DFT total energy -29274.485 eV. Number 4: HOMO-LUMO gap 0.3417 Eh, DFT total energy -49231.375 eV. Number 5: HOMO-LUMO gap 0.3040 Eh, DFT total energy -28334.368 eV. Number 6: HOMO-LUMO gap 0.3240 Eh, DFT total energy -54263.133 eV.